Entry 1:
Formula: C4H13N2O
Source: OMol25
Level of theory: wB97M-V/def2-TZVPD

Results
HOMO-LUMO gap (alpha / beta) ... 6.9 / 10.3 eV
Charge ... +1
E ... -344.51064 a.u.
Relative energy (zero: lowest compared OMol25 entry of this formula, charge and spin) ... 672.7 kJ/mol
Max |F| ... 0.118 hartree/bohr

Geometry (Å):
C 1.066 -1.176 0.496
C 1.711 0.407 -1.247
C 0.254 1.044 0.759
C -2.725 -0.438 0.368
N -1.221 -0.442 -1.311
N 0.874 0.118 -0.066
O -2.206 0.180 -0.696
H 1.911 -0.961 1.229
H 0.141 -1.460 0.933
H 1.361 -1.912 -0.177
H 1.679 -0.307 -2.042
H 1.445 1.351 -1.641
H 2.771 0.355 -0.872
H 0.918 1.623 1.363
H -0.331 1.826 0.285
H -0.462 0.501 1.464
H -2.041 -1.232 0.674
H -3.664 -0.857 -0.069
H -2.915 0.306 1.101
H -1.051 -0.090 -2.251

Here are the Löwdin charges for atoms 1 to 8, given in e: C -0.023; C 0.009; C -0.059; C -0.098; N 0.151; N -0.218; O -0.176; H 0.158

Entry 2:
Formula: C4H13N2O
Source: OMol25
Level of theory: wB97M-V/def2-TZVPD

Results
HOMO-LUMO gap ... 10.3 eV
Charge ... +1
E ... -344.67401 a.u.
Relative energy (zero: lowest compared OMol25 entry of this formula, charge and spin) ... 243.7 kJ/mol
Max |F| ... 0.039 hartree/bohr

Geometry (Å):
C 1.658 2.154 -1.265
C 0.654 2.049 -0.107
C -0.165 0.781 -0.065
C 0.217 -0.278 -0.784
N -0.489 -1.574 -0.584
N -0.968 0.543 1.098
H 2.374 1.334 -1.154
H 1.180 2.078 -2.236
H 2.222 3.059 -1.123
H 1.169 2.063 0.861
H -0.010 2.914 -0.137
H 1.272 -0.380 -1.002
H -0.413 -2.298 -1.290
H -1.418 -1.153 -0.544
H -0.497 -2.057 0.343
H -1.929 0.869 1.056
H -0.563 0.870 1.962
H -2.083 -3.336 1.877
H -0.957 -4.249 1.715
O -1.253 -3.388 1.379

Here are the Löwdin charges for atoms 1 to 8, given in e: C -0.087; C -0.191; C -0.291; C -0.043; N 0.181; N 0.082; H 0.070; H 0.087

Entry 3:
Formula: C4H13N2O
Source: OMol25
Level of theory: wB97M-V/def2-TZVPD

Results
HOMO-LUMO gap ... 11.5 eV
Charge ... +1
E ... -344.73067 a.u.
Relative energy (zero: lowest compared OMol25 entry of this formula, charge and spin) ... 95.0 kJ/mol
Max |F| ... 0.033 hartree/bohr

Geometry (Å):
C -0.273 1.642 2.282
C 0.229 1.199 0.915
C 1.060 -0.105 0.923
N 0.357 -1.264 -1.702
C 0.047 -1.834 -0.536
N 0.257 -1.288 0.619
H -1.051 1.015 2.719
H -0.748 2.616 2.213
H 0.527 1.663 3.021
H -0.629 1.061 0.278
H 0.791 2.000 0.469
H 1.864 0.000 0.210
H 1.505 -0.212 1.901
H 0.163 -1.844 -2.481
H 0.146 -0.271 -1.816
H -0.377 -2.827 -0.602
H 0.191 -1.919 1.408
H -2.042 0.577 -2.173
H -1.392 1.920 -2.499
O -1.227 1.075 -2.060

Here are the Löwdin charges for atoms 1 to 8, given in e: C -0.098; C -0.231; C -0.133; N 0.193; C -0.121; N 0.082; H 0.077; H 0.079

Entry 4:
Formula: C4H13N2O
Source: OMol25
Level of theory: wB97M-V/def2-TZVPD

Results
HOMO-LUMO gap ... 10.0 eV
Charge ... +1
E ... -344.71845 a.u.
Relative energy (zero: lowest compared OMol25 entry of this formula, charge and spin) ... 127.1 kJ/mol
Max |F| ... 0.028 hartree/bohr

Geometry (Å):
C -0.334 -0.441 -0.848
C 0.857 0.510 -0.963
C 1.466 0.910 0.359
C 2.720 0.632 0.685
N 0.514 1.493 1.263
N -1.514 0.091 -0.058
H -0.108 -1.396 -0.381
H -0.716 -0.735 -1.824
H 0.502 1.418 -1.447
H 1.578 0.009 -1.602
H 3.261 1.094 1.494
H 3.280 -0.034 0.052
H 0.866 1.516 2.214
H 0.305 2.457 1.006
H -0.977 0.634 0.685
H -2.051 -0.685 0.324
H -2.139 0.668 -0.618
H -3.219 -2.831 -0.883
H -2.081 -3.325 -0.056
O -2.494 -2.496 -0.340

Here are the Löwdin charges for atoms 1 to 8, given in e: C -0.152; C -0.126; C -0.400; C 0.084; N 0.059; N 0.161; H 0.124; H 0.126

Entry 5:
Formula: C4H13N2O
Source: OMol25
Level of theory: wB97M-V/def2-TZVPD

Results
HOMO-LUMO gap ... 8.6 eV
Charge ... +1
E ... -344.66306 a.u.
Relative energy (zero: lowest compared OMol25 entry of this formula, charge and spin) ... 272.5 kJ/mol
Max |F| ... 0.061 hartree/bohr

Geometry (Å):
C 1.690 -0.475 0.648
C 1.432 0.985 0.518
C 0.031 1.384 1.061
C -0.938 1.467 0.065
N -2.165 0.827 0.164
N 0.494 -1.329 0.209
H 2.435 -0.846 -0.081
H 1.910 -0.783 1.658
H 1.590 1.324 -0.513
H 2.047 1.545 1.215
H -0.215 1.466 2.118
H -0.860 2.221 -0.704
H -2.380 0.440 1.079
H -2.933 1.423 -0.141
H 0.646 -2.314 0.407
H 0.235 -1.183 -0.783
H -0.300 -0.977 0.754
H -1.369 -1.120 -2.759
H -0.470 -2.349 -2.751
O -0.879 -1.708 -2.164

Here are the Löwdin charges for atoms 1 to 8, given in e: C -0.141; C -0.201; C -0.113; C -0.221; N 0.072; N 0.170; H 0.139; H 0.129

Entry 6:
Formula: C4H13N2O2
Source: OMol25
Level of theory: wB97M-V/def2-TZVPD

Results
HOMO-LUMO gap ... 6.8 eV
Charge ... -1
E ... -420.16004 a.u.
Relative energy (zero: lowest compared OMol25 entry of this formula, charge and spin) ... 154.4 kJ/mol
Max |F| ... 0.070 hartree/bohr

Geometry (Å):
C 0.054 -0.260 0.986
C -1.376 -0.464 0.460
C -1.304 -0.747 -1.073
N -0.722 0.210 -1.986
N 0.379 1.113 1.509
C 0.641 2.188 0.418
O 1.436 1.611 -0.500
H 0.301 -0.893 1.824
H 0.800 -0.451 0.201
H -1.904 0.560 0.552
H -2.098 -1.064 1.004
H -0.696 -1.636 -1.214
H -2.304 -1.142 -1.415
H -1.237 1.057 -2.087
H 0.222 0.522 -1.655
H 1.179 0.997 2.095
H -0.264 2.660 -0.017
H 1.226 2.883 1.040
H 0.160 -2.885 0.762
H 1.023 -2.176 -0.216
O 0.940 -3.032 0.219

Here are the Löwdin charges for atoms 1 to 8, given in e: C -0.288; C -0.186; C -0.337; N -0.005; N -0.077; C -0.489; O -0.366; H 0.087

Entry 7:
Formula: C4H13N2O2
Source: OMol25
Level of theory: wB97M-V/def2-TZVPD

Results
HOMO-LUMO gap (alpha / beta) ... 3.0 / 6.6 eV
⟨S²⟩ ... 0.75
Spin multiplicity ... 2
E ... -419.98165 a.u.
Relative energy (zero: lowest compared OMol25 entry of this formula, charge and spin) ... 334.5 kJ/mol
Max |F| ... 0.139 hartree/bohr

Geometry (Å):
O 1.523 1.166 1.640
C 1.089 0.012 1.548
C -0.459 -0.235 1.500
C -1.053 0.296 0.158
C -1.191 -0.526 -1.095
N 0.037 -1.438 -1.511
N -0.341 -1.759 1.253
H 1.709 -0.924 1.430
H -1.076 0.083 2.339
H -0.376 1.146 -0.117
H -2.068 0.673 0.406
H -1.214 0.339 -1.860
H -1.901 -1.345 -1.086
H -0.219 -2.180 -2.241
H 0.782 -0.681 -1.971
H 0.277 -2.117 1.942
H -1.202 -2.322 1.112
H 0.256 -1.909 -0.708
H 1.065 2.403 -1.761
H -0.279 2.945 -2.111
O 0.485 2.458 -2.418

Here are the Löwdin charges for atoms 1 to 8, given in e: O -0.169; C -0.457; C -0.306; C -0.198; C -0.153; N 0.140; N -0.056; H 0.063

Entry 8:
Formula: C4H13N2O2
Source: OMol25
Level of theory: wB97M-V/def2-TZVPD

Results
HOMO-LUMO gap (alpha / beta) ... 9.7 / 5.6 eV
Charge ... +2
⟨S²⟩ ... 0.76
Spin multiplicity ... 2
E ... -419.48489 a.u.
Relative energy (zero: lowest compared OMol25 entry of this formula, charge and spin) ... 47.2 kJ/mol
Max |F| ... 0.041 hartree/bohr

Geometry (Å):
N -0.832 -0.849 0.284
C 0.645 -1.041 0.179
C 1.476 0.097 0.830
N 1.434 1.279 -0.055
C 0.878 2.519 0.339
C -0.420 2.813 -0.475
O -1.285 1.983 -0.422
H -1.296 -1.532 -0.310
H -1.274 0.012 -0.071
H -1.124 -0.978 1.259
H 0.842 -1.961 0.722
H 0.935 -1.152 -0.862
H 2.528 -0.214 0.892
H 1.010 0.411 1.763
H 2.024 1.243 -0.875
H 0.584 2.584 1.364
H 1.614 3.292 0.123
H -0.598 3.674 -1.114
H -1.717 -4.472 -1.027
H -3.114 -3.972 -1.523
O -2.309 -3.734 -1.020

Here are the Löwdin charges for atoms 1 to 8, given in e: N 0.220; C -0.081; C -0.056; N 0.151; C -0.059; C -0.090; O 0.107; H 0.146

Entry 9:
Formula: C4H13N2S
Source: OMol25
Level of theory: wB97M-V/def2-TZVPD

Results
HOMO-LUMO gap ... 9.4 eV
Charge ... +1
E ... -667.57024 a.u.
Relative energy (zero: lowest compared OMol25 entry of this formula, charge and spin) ... 287.7 kJ/mol
Max |F| ... 0.083 hartree/bohr

Geometry (Å):
N 0.150 -2.035 -0.342
C -0.651 -1.623 0.961
C -1.710 -0.666 0.498
N -0.793 0.224 -0.562
C -0.153 1.491 -0.050
C 1.424 1.485 -0.587
S 2.349 2.841 -0.037
H 0.965 -2.433 0.052
H -0.377 -2.789 -0.903
H 0.017 -0.915 1.458
H -1.076 -2.532 1.452
H -2.160 0.160 1.149
H -2.548 -1.107 -0.068
H -1.363 0.563 -1.502
H 0.055 -0.563 -0.599
H -0.706 2.481 -0.295
H -0.023 1.359 1.020
H 1.481 1.366 -1.721
H 1.722 0.469 -0.273
H 3.396 2.226 0.347

Here are the Löwdin charges for atoms 1 to 8, given in e: N 0.011; C -0.163; C -0.081; N -0.061; C -0.204; C -0.619; S 0.793; H 0.077

Entry 10:
Formula: C4H13N3
Source: OMol25
Level of theory: wB97M-V/def2-TZVPD

Results
HOMO-LUMO gap ... 9.8 eV
E ... -324.44045 a.u.
Relative energy (zero: lowest compared OMol25 entry of this formula, charge and spin) ... 90.5 kJ/mol
Max |F| ... 0.029 hartree/bohr

Geometry (Å):
N 2.076 -0.559 1.442
C 0.914 0.078 1.995
C -0.407 0.049 1.154
C -0.201 0.061 -0.328
N 0.535 1.240 -0.719
C -1.552 -0.041 -1.088
N -1.371 -0.688 -2.379
H 2.053 -1.554 1.630
H 2.154 -0.453 0.429
H 1.099 1.120 2.269
H 0.677 -0.396 2.953
H -0.981 -0.805 1.504
H -0.913 0.966 1.451
H 0.387 -0.780 -0.698
H 0.923 1.290 -1.644
H 0.788 2.003 -0.111
H -2.383 -0.440 -0.497
H -1.816 1.008 -1.264
H -0.523 -1.232 -2.420
H -2.170 -1.204 -2.724

Here are the Löwdin charges for atoms 1 to 8, given in e: N -0.007; C -0.296; C -0.166; C -0.437; N 0.044; C -0.255; N -0.010; H 0.066

Entry 11:
Formula: C4H13N3
Source: OMol25
Level of theory: wB97M-V/def2-TZVPD

Results
HOMO-LUMO gap (alpha / beta) ... 8.1 / 7.5 eV
E ... -324.21371 a.u.
Relative energy (zero: lowest compared OMol25 entry of this formula, charge and spin) ... 685.8 kJ/mol
Max |F| ... 0.022 hartree/bohr

Geometry (Å):
C 0.126 2.053 -1.878
N 0.324 -0.300 0.441
C -0.079 0.596 -1.659
N 1.581 -0.837 0.079
C -0.506 -0.291 -2.540
H 0.298 0.683 0.643
H 1.653 -1.710 0.594
H 1.593 -0.978 -0.924
H -0.491 2.650 -1.196
H -0.125 2.365 -2.904
H 1.166 2.337 -1.687
H -0.633 -1.348 -2.302
H -0.759 -0.025 -3.573
C -0.966 -0.765 2.827
N 0.324 -1.124 2.269
H 1.035 -0.525 2.692
H -0.539 -0.719 0.133
H -1.219 0.309 2.786
H -1.760 -1.315 2.312
H -1.021 -1.058 3.884

Here are the Löwdin charges for atoms 1 to 8, given in e: C -0.138; N -0.091; C -0.228; N 0.002; C -0.066; H 0.106; H 0.064; H 0.055

Entry 12:
Formula: C4H13N3
Source: OMol25
Level of theory: wB97M-V/def2-TZVPD

Results
HOMO-LUMO gap ... 9.7 eV
E ... -324.42075 a.u.
Relative energy (zero: lowest compared OMol25 entry of this formula, charge and spin) ... 142.2 kJ/mol
Max |F| ... 0.030 hartree/bohr

Geometry (Å):
C 2.280 1.872 -0.944
N 1.479 1.064 -0.057
C 0.036 1.221 -0.230
C -0.744 0.599 0.933
N -0.483 -0.847 0.984
C -1.526 -1.723 0.482
N -1.142 -2.913 -0.263
H 2.243 1.710 -2.033
H 1.802 2.844 -0.791
H 3.295 1.894 -0.533
H 1.631 0.074 -0.247
H -0.340 0.687 -1.096
H -0.269 2.273 -0.245
H -0.607 1.027 1.941
H -1.839 0.738 0.757
H -0.038 -1.233 1.803
H -2.286 -1.995 1.241
H -1.988 -1.155 -0.319
H -1.278 -2.828 -1.269
H -0.225 -3.309 -0.113

Here are the Löwdin charges for atoms 1 to 8, given in e: C -0.156; N -0.139; C -0.250; C -0.229; N -0.082; C -0.332; N -0.011; H 0.076